73
Properties=species:S:1:pos:R:3 method="wB97M-V/def2-TZVPD" charge=0 de_lowest_kcal_mol=17.3 smiles="CCC(C)(C)N(C(=O)CCC(=O)Nc1cc(C)on1)[C@H](C(=O)NC(C)(C)C)c1ccc(OC)cc1" energy_ha=-1608.79085 homo_energy_ha=-0.30718
C 1.8628 -1.3178 -4.2574
C 0.9244 -2.4630 -3.8883
C 1.0676 -2.9350 -2.4222
C 2.5535 -3.2520 -2.2017
C 0.2464 -4.2175 -2.2223
N 0.5841 -1.8726 -1.5187
C 1.1624 -1.4504 -0.3675
O 0.9677 -0.3085 0.0410
C 1.9347 -2.3920 0.5392
C 1.4644 -2.1223 1.9777
C 1.6877 -0.6578 2.3344
O 2.7856 -0.1558 2.3540
N 0.5446 -0.0086 2.7310
C 0.4389 1.3478 2.9132
C 1.4595 2.3360 2.8890
C 0.7875 3.4994 3.1164
C 1.2398 4.9082 3.2154
O -0.5233 3.2376 3.2708
N -0.7333 1.8972 3.1430
C -0.7112 -1.2370 -1.8419
C -0.6396 0.0432 -2.7057
O -1.2855 0.1128 -3.7357
N 0.1558 0.9964 -2.2108
C 0.3136 2.3475 -2.7475
C 0.8712 2.2774 -4.1716
C 1.2904 3.0749 -1.8247
C -1.0413 3.0636 -2.7578
C -1.4980 -1.0290 -0.5596
C -1.7090 -2.1308 0.2672
C -2.3408 -1.9986 1.4842
C -2.7908 -0.7477 1.9159
O -3.3544 -0.7112 3.1500
C -3.7291 0.5465 3.6745
C -2.6359 0.3445 1.0696
C -1.9985 0.1961 -0.1506
H 1.5494 -0.8814 -5.2020
H 1.8311 -0.5410 -3.4990
H 2.8901 -1.6568 -4.3644
H -0.0974 -2.1523 -4.0965
H 1.1317 -3.3208 -4.5316
H 2.7123 -3.9691 -1.4037
H 3.1182 -2.3503 -1.9863
H 2.9525 -3.6948 -3.1110
H -0.7933 -4.0714 -2.5045
H 0.2808 -4.5399 -1.1837
H 0.6542 -5.0136 -2.8395
H 3.0011 -2.1691 0.4787
H 1.7570 -3.4357 0.2982
H 0.4132 -2.3920 2.0827
H 2.0617 -2.7292 2.6611
H -0.3461 -0.4805 2.6470
H 2.5004 2.1725 2.7194
H 1.0406 5.2968 4.2130
H 0.6994 5.5266 2.5007
H 2.3045 4.9651 3.0128
H -1.2735 -1.9603 -2.4409
H 0.5604 0.8089 -1.2942
H 0.9523 3.2768 -4.5904
H 0.2048 1.6871 -4.7938
H 1.8567 1.8178 -4.1739
H 2.2508 2.5644 -1.8081
H 0.9021 3.1071 -0.8086
H 1.4453 4.0935 -2.1706
H -1.7524 2.4926 -3.3489
H -1.4251 3.1703 -1.7450
H -0.9388 4.0538 -3.1938
H -1.3617 -3.1059 -0.0421
H -2.4967 -2.8518 2.1270
H -4.5495 0.9864 3.0993
H -2.8748 1.2296 3.6924
H -4.0688 0.3480 4.6896
H -2.9891 1.3198 1.3589
H -1.8944 1.0615 -0.7833

***

74
Properties=species:S:1:pos:R:3 method="wB97M-V/def2-TZVPD" charge=+1 energy_ha=-2369.14082 homo_energy_ha="-0.25189 / -0.24949"
Sc 0.0301 -0.0687 -0.5675
C -1.6205 2.6902 -1.1682
C -1.2310 2.8154 0.2672
O -0.2382 1.7564 0.5971
C 0.9903 2.4204 1.1190
C 2.1062 1.4193 1.2096
O 1.9462 0.4670 0.1097
C 3.0827 -0.5691 0.0499
C 2.6353 -1.8910 -0.5849
O 1.3260 -1.7005 -1.1701
C 1.2704 -2.2723 -2.5665
C -0.2666 -2.1606 -2.8429
O -0.6693 -0.8634 -2.4704
C -1.5246 -0.1488 -3.4371
C -1.4181 1.2992 -3.0442
O -1.3529 1.3268 -1.6459
H -0.9683 3.4190 -1.7125
H -2.6881 3.0142 -1.2335
H -2.0855 2.6938 0.9445
H -0.6999 3.7836 0.4204
H 0.7356 2.8694 2.0910
H 1.2437 3.1921 0.3760
H 2.1602 0.9376 2.2257
H 3.0539 1.9528 1.0072
H 3.5535 -0.6868 1.0560
H 3.7962 -0.1115 -0.6691
H 2.6847 -2.7584 0.1635
H 3.2665 -2.0562 -1.4235
H 1.4980 -3.3603 -2.4379
H 2.7524 -0.7783 -3.0875
H -0.8127 -2.9028 -2.2364
H -0.4380 -2.3928 -3.9105
H -2.5489 -0.5110 -3.4087
H -1.1554 -0.3238 -4.4973
H -2.3745 1.7928 -3.4111
H -0.5029 1.6245 -3.5967
N -1.5688 0.6367 5.4176
C -2.2395 1.5301 6.2597
C -1.9622 2.0768 7.4832
C -2.8928 2.9944 7.9788
C -4.0151 3.3576 7.2636
C -4.2998 2.8729 5.9711
C -3.3772 1.9849 5.4245
N -3.3477 1.3739 4.2342
C -2.2211 0.5951 4.1960
C -1.7591 -0.1686 3.0339
C -0.5241 -0.8490 3.0390
C -0.1424 -1.4862 1.8745
N -0.8978 -1.3880 0.6789
C -2.1090 -0.8038 0.7066
C -2.5600 -0.1502 1.8395
H -0.5706 0.3567 5.5606
H -1.0281 1.7817 8.0145
H -2.7399 3.3324 8.9974
H -4.6223 4.1682 7.6316
H -5.1415 3.1788 5.3339
H 0.2176 -0.7567 3.8609
H 0.6945 -2.1871 1.8933
H -2.7365 -0.9387 -0.2002
H -3.5642 0.2361 1.7540
C 3.6613 -3.3191 -4.1106
C 2.5700 -2.3929 -4.5980
C 1.4227 -3.1852 -5.2076
C 3.0741 -1.3205 -5.6083
N 2.1358 -1.5952 -3.3890
H 3.8868 -4.0323 -4.9333
H 3.4735 -3.8002 -3.0966
H 4.6620 -2.7629 -3.9578
H 1.7680 -3.8308 -6.0162
H 0.7086 -2.4899 -5.7171
H 0.9000 -3.8321 -4.4974
H 4.0426 -1.5628 -6.0305
H 3.1937 -0.3621 -5.0961
H 2.3719 -1.1803 -6.5029

***

72
Properties=species:S:1:pos:R:3 method="wB97M-V/def2-TZVPD" charge=+1 de_lowest_kcal_mol=8.7 energy_ha=-5092.22662 homo_energy_ha="-0.40386 / -0.40376"
Ni -0.3129 -0.1467 0.0135
C -1.1822 2.9560 1.4882
C -2.2776 2.1181 2.0883
C -3.4813 2.6865 2.4712
C -4.4700 1.9213 3.0707
C -4.2688 0.5672 3.2685
C -3.0809 -0.0492 2.8925
C -2.9202 -1.5330 3.1048
C -2.0716 0.7451 2.3193
N -0.8305 0.1985 1.9397
C 0.0317 -0.2529 2.7799
C -0.1623 -0.2035 4.2601
C 1.2566 -0.7861 2.1955
C 2.3663 -1.2663 3.0692
N 1.2930 -0.8561 0.9054
C 2.4815 -1.2431 0.2351
C 3.6126 -0.4158 0.2567
C 3.6229 0.8947 0.9992
C 4.7336 -0.8319 -0.4499
C 4.7461 -2.0313 -1.1410
C 3.6091 -2.8236 -1.1703
C 2.4600 -2.4320 -0.5030
C 1.1936 -3.2402 -0.5766
H -1.5871 3.8586 1.0329
H -0.6137 2.3992 0.7414
H -0.4751 3.2688 2.2613
H -3.6509 3.7431 2.3034
H -5.3995 2.3831 3.3763
H -5.0436 -0.0331 3.7305
H -3.8076 -2.0578 2.7520
H -2.8175 -1.7589 4.1688
H -2.0510 -1.9325 2.5866
H -1.0483 0.3751 4.5071
H 0.7049 0.2425 4.7481
H -0.2798 -1.2147 4.6568
H 2.0067 -2.0736 3.7117
H 2.7147 -0.4666 3.7252
H 3.2013 -1.6360 2.4817
H 2.6588 1.4021 0.9407
H 4.3862 1.5503 0.5858
H 3.8560 0.7477 2.0570
H 5.6089 -0.1938 -0.4585
H 5.6368 -2.3380 -1.6729
H 3.6088 -3.7522 -1.7273
H 1.2511 -3.9721 -1.3793
H 0.3424 -2.5770 -0.7650
H 1.0018 -3.7683 0.3603
F 1.3966 -0.1444 -2.2560
B 0.8246 0.5875 -1.2898
F 1.1977 1.8691 -1.2792
C -4.3582 1.1542 -0.6904
C -3.2280 1.6284 -1.6007
As -1.7604 0.3204 -1.7798
C -1.3475 0.5267 -3.6823
C -0.8512 1.9266 -4.0385
C -2.6339 -1.4486 -1.8120
C -2.8111 -2.0286 -0.4092
H -5.0838 1.9552 -0.5500
H -3.9895 0.8616 0.2926
H -4.8799 0.3056 -1.1347
H -2.7998 2.5652 -1.2438
H -3.6044 1.7917 -2.6119
H -2.2758 0.3003 -4.2101
H -0.6137 -0.2299 -3.9589
H -1.5887 2.6841 -3.7703
H -0.6658 1.9993 -5.1093
H 0.0800 2.1618 -3.5246
H -1.9788 -2.0862 -2.4079
H -3.5893 -1.3716 -2.3318
H -1.8581 -2.0196 0.1327
H -3.1540 -3.0628 -0.4487
H -3.5325 -1.4523 0.1701

***

81
Properties=species:S:1:pos:R:3 method="wB97M-V/def2-TZVPD" charge=+1 de_lowest_kcal_mol=11.4 energy_ha=-5597.56031 homo_energy_ha="-0.38309 / -0.38311"
W -0.3341 0.5060 -0.4095
O -3.8752 2.6381 -0.2594
C -2.7667 2.2494 -0.4989
O -2.2957 1.0461 -0.2246
C -1.7340 3.0940 -1.1921
C -1.9165 4.3297 -1.7833
C -0.8342 4.9072 -2.4338
C 0.3853 4.2372 -2.5010
C 0.4781 3.0084 -1.8845
N -0.5562 2.4879 -1.2301
C 1.6792 2.1043 -1.8789
O 2.7213 2.3890 -2.3907
O 1.4410 0.9620 -1.2225
H -2.8877 4.8012 -1.7316
H -0.9430 5.8745 -2.9060
H 1.2444 4.6350 -3.0221
O -0.3872 1.2082 -4.7188
C -0.5548 -0.0568 -5.2076
C -0.7785 -0.2842 -6.5595
C -0.8980 -1.5767 -7.0381
C -0.7864 -2.6611 -6.1775
C -0.5608 -2.4342 -4.8332
C -0.4556 -1.1386 -4.3308
C -0.2232 -0.9303 -2.8912
O -0.8807 0.0359 -2.2964
N 0.5879 -1.7109 -2.2681
N 0.7041 -1.3643 -0.9091
C 1.6058 -2.0829 -0.3239
S 2.3907 -3.3733 -1.1948
C 3.5368 -3.7977 0.1459
C 2.8519 -3.5182 1.4648
S 2.0906 -1.8758 1.3399
H -0.3899 1.8232 -5.4605
H -0.8510 0.5587 -7.2377
H -1.0748 -1.7362 -8.0934
H -0.8766 -3.6708 -6.5518
H -0.4680 -3.2623 -4.1434
H 4.4448 -3.2059 0.0370
H 3.7851 -4.8533 0.0422
H 3.5548 -3.4884 2.2964
H 2.0716 -4.2489 1.6762
C 0.4851 -1.2985 4.7413
Si -0.7012 0.0159 4.1620
C -0.6270 1.6069 5.1288
C -2.4385 -0.6314 4.1153
As 0.0281 0.6384 1.9486
Si 2.1376 1.8216 2.3322
C 2.9060 1.1276 3.8872
C 3.4208 1.7495 0.9935
C 1.5036 3.5632 2.5651
Si -1.9382 -1.6401 0.1241
C -2.4028 -2.5250 -1.4574
C -3.5478 -1.0947 0.9179
C -1.1627 -2.9340 1.2543
H 0.2282 -1.5506 5.7743
H 1.5274 -0.9818 4.7218
H 0.3874 -2.2051 4.1441
H -0.9161 1.3946 6.1618
H -1.3427 2.3274 4.7281
H 0.3555 2.0728 5.1510
H -2.7170 -0.8666 5.1474
H -2.5373 -1.5404 3.5251
H -3.1473 0.1071 3.7398
H 3.2669 0.1105 3.7232
H 2.2668 1.1366 4.7670
H 3.7765 1.7531 4.1068
H 3.5509 0.7660 0.5478
H 4.3626 2.0297 1.4748
H 3.2405 2.4657 0.1932
H 0.7498 3.6415 3.3470
H 1.0668 3.9376 1.6367
H 2.3359 4.2198 2.8320
H -2.7867 -1.8483 -2.2213
H -3.2113 -3.2122 -1.1885
H -1.5888 -3.1132 -1.8787
H -4.2479 -0.7723 0.1472
H -3.4474 -0.2696 1.6187
H -3.9816 -1.9535 1.4391
H -0.3306 -3.4603 0.7855
H -1.9415 -3.6765 1.4546
H -0.8265 -2.5366 2.2106

***

85
Properties=species:S:1:pos:R:3 method="wB97M-V/def2-TZVPD" charge=+1 smiles="C=C[N@@+]1(B(O)O)[C@H](P(=O)(O)O)[C@](CCC(F)=C(F)F)(S(=O)(=O)F)O[C@@H](CCCC(=O)OCC)[C@@H]1CCCNCc1ccccc1O" energy_ha=-3114.46031 homo_energy_ha=-0.39398
C 1.5643 2.6616 -0.5490
C 0.4760 2.2765 0.2989
N -0.8282 1.6164 -0.1526
B -1.8612 2.1349 0.8580
O -1.6778 3.4132 1.5379
O -3.0881 1.4946 1.1959
C -1.1540 1.8526 -1.5906
P -1.2615 3.6450 -2.1736
O -1.4429 4.7290 -1.1370
O -2.4731 3.9050 -3.3776
O 0.2000 4.0534 -3.0207
C -2.2906 0.8629 -2.2202
C -1.9247 0.8322 -3.8207
C -1.2799 -0.5676 -4.2990
C 0.2329 -0.7705 -3.7953
F 0.6613 -1.7091 -2.8308
C 1.2559 0.0250 -4.3934
F 2.6274 -0.3288 -4.2287
F 1.0160 1.1505 -5.2027
S -4.0465 1.3835 -1.9573
O -4.6698 0.3379 -1.0498
O -4.2729 2.7281 -1.3548
F -5.0083 1.3230 -3.3561
O -2.1978 -0.5050 -1.8421
C -1.7480 -0.7983 -0.5075
C -1.3788 -2.3916 -0.5397
C -2.6546 -3.2243 0.0518
C -2.7305 -3.0566 1.6698
C -4.2268 -3.2213 2.2249
O -5.1796 -3.5135 1.4744
O -4.4509 -3.0016 3.6322
C -4.4252 -1.5776 3.9388
C -2.9889 -1.0807 4.5105
C -0.5306 0.1165 0.0135
C 0.1055 -0.3094 1.4088
C 1.7056 -0.6296 1.3440
C 2.0774 -1.9488 0.5312
N 3.5258 -2.0763 0.1936
C 4.3958 -2.1121 1.4138
C 5.2850 -0.7548 1.3670
C 6.3883 -0.7123 0.2511
C 7.2493 0.5732 0.1178
C 6.9716 1.7424 1.0977
C 5.9038 1.6813 2.2199
C 5.0395 0.4013 2.3656
O 4.0672 0.3671 3.4098
H 1.7818 3.7713 -0.7474
H 2.2681 1.9056 -1.0611
H 0.6722 2.4001 1.4284
H -1.6513 3.2127 2.5042
H -3.8625 2.0950 1.1091
H -0.2216 1.4558 -2.1643
H -2.0301 3.8152 -4.2629
H 0.5910 3.1820 -3.3024
H -2.8229 1.0158 -4.4928
H -1.1394 1.6181 -4.1058
H -1.1792 -0.4530 -5.4482
H -1.9474 -1.4764 -4.1568
H -2.6730 -0.7759 0.1845
H -1.2711 -2.7772 -1.6209
H -0.5073 -2.6633 0.1346
H -3.6307 -2.9457 -0.4634
H -2.3688 -4.3325 -0.1094
H -1.9721 -3.7239 2.2151
H -2.4223 -1.9707 1.9325
H -4.7841 -0.9199 3.0756
H -5.1830 -1.4163 4.7942
H -3.1111 -0.2107 5.2586
H -2.4222 -1.9137 5.0434
H -2.3294 -0.6788 3.6642
H 0.3171 -0.0808 -0.7581
H -0.3674 -1.3009 1.7717
H -0.0032 0.4140 2.2807
H 2.3008 0.3108 1.0269
H 2.0084 -0.8020 2.4480
H 1.8253 -2.8544 1.2138
H 1.4386 -1.9876 -0.4128
H 3.6868 -2.8830 -0.4211
H 3.8245 -2.2260 2.3946
H 5.0622 -3.0479 1.3163
H 6.5399 -1.6071 -0.4341
H 8.0599 0.6666 -0.6806
H 7.5751 2.7040 0.9937
H 5.7043 2.5450 2.9353
H 3.2862 0.9183 3.1893

***

70
Properties=species:S:1:pos:R:3 method="wB97M-V/def2-TZVPD" charge=0 de_lowest_kcal_mol=0.0 energy_ha=-2565.35153 homo_energy_ha="-0.24431 / -0.24500"
P -0.5658 -0.4947 0.5789
C 0.4308 -1.8751 -0.1232
C -0.3859 -3.1379 -0.3679
C 0.5252 -4.3060 -0.7665
C 1.4494 -3.9785 -1.9492
C 2.1976 -2.6451 -1.7847
C 1.2684 -1.4955 -1.3549
C -1.4495 0.4542 -0.6944
C -2.4005 -0.4443 -1.4543
C -3.3186 0.4149 -2.3217
C -2.5556 1.3847 -3.2380
C -1.4526 2.1782 -2.5140
C -0.5666 1.2870 -1.6335
C -1.6947 -1.0999 1.8727
C -0.8884 -1.8152 2.9500
C -1.7887 -2.3009 4.0834
C -2.6765 -1.1961 4.6738
C -3.3801 -0.3748 3.5861
C -2.4437 0.0820 2.4717
H 1.1611 -2.0981 0.6761
H -1.1261 -2.9885 -1.1593
H -0.9401 -3.4337 0.5255
H -0.0560 -5.2132 -0.9796
H 1.1503 -4.5650 0.0943
H 2.1785 -4.7885 -2.0985
H 0.8392 -3.9175 -2.8603
H 2.9809 -2.7621 -1.0261
H 2.7215 -2.3851 -2.7167
H 1.8641 -0.6019 -1.1251
H 0.6212 -1.2578 -2.2129
H -2.0403 1.1860 -0.1227
H -3.9666 1.0007 -1.6641
H -3.0170 -1.0568 -0.7920
H -1.8513 -1.1269 -2.1060
H -3.9969 -0.2067 -2.9145
H -3.2528 2.0893 -3.7166
H -2.0823 0.8039 -4.0415
H -0.8407 2.7309 -3.2396
H -1.9144 2.9418 -1.8764
H 0.1328 1.8909 -1.0387
H 0.0336 0.6394 -2.2843
H -2.4184 -1.8001 1.4287
H -0.2956 -2.6577 2.5723
H -0.1645 -1.1014 3.3505
H -2.4255 -3.0999 3.6910
H -1.1909 -2.7558 4.8792
H -2.0517 -0.5241 5.2803
H -3.4230 -1.6366 5.3512
H -3.8869 0.4813 4.0399
H -4.1664 -0.9840 3.1307
H -3.0131 0.6574 1.7329
H -1.6991 0.7688 2.8808
Sn 2.6304 2.0720 2.2810
Cl 0.1881 2.5972 2.4199
Cl 2.2799 -0.0498 3.3549
C 3.0324 1.5377 0.2185
H 3.5260 0.5787 -0.0171
C 3.1473 2.5344 -0.7969
C 2.2962 3.6937 -0.7886
C 2.4517 4.7194 -1.7035
C 3.4680 4.6625 -2.6803
C 4.3320 3.5430 -2.7154
C 4.1717 2.5025 -1.8159
H 1.5338 3.7569 -0.0051
H 1.7791 5.5808 -1.6771
H 5.1275 3.5115 -3.4672
H 4.8592 1.6489 -1.8280
H 3.5785 5.4700 -3.3993
O 3.6104 3.3835 5.0439
C 3.8201 3.3909 3.9033